# 1
A molecular structure, C32H41N7O3PS3Ti at a distorted geometry. Source: OMol25; level of theory: ωB97M-V/def2-TZVPD.

## Properties
multiplicity = 3
lowest unoccupied orbital energy (spin up / spin down) = 2.07 / 2.07 eV
ΔE to the lowest compared entry with this formula, charge and spin = 29.3 kcal/mol
highest occupied orbital energy (spin up / spin down) = -0.071 / -0.158 hartree
net charge = -1
frontier orbital gap (spin up / spin down) = 4.01 / 6.37 eV

Each line ends with the Mulliken spin population.
Atoms and positions in Å:
1 Ti -1.772 -1.472 -0.758  1.149
2 C -4.451 -1.170 2.350  -0.028
3 C -3.576 -1.886 1.336  0.366
4 O -3.065 -1.118 0.401  0.042
5 C -3.333 -3.243 1.408  -0.119
6 C -2.544 -3.955 0.478  0.372
7 C -2.210 -5.408 0.678  -0.007
8 N -2.055 -3.342 -0.602  0.011
9 N -1.238 -4.066 -1.432  -0.014
10 C -0.528 -3.269 -2.197  0.072
11 O -0.708 -1.967 -2.164  0.012
12 C 0.560 -3.835 -2.985  -0.005
13 C 0.622 -5.197 -3.308  0.021
14 C 1.747 -5.720 -3.907  -0.013
15 C 2.837 -4.910 -4.202  0.024
16 C 2.776 -3.556 -3.904  -0.012
17 C 1.651 -3.021 -3.315  0.018
18 H -3.831 -0.731 3.133  0.021
19 H -5.166 -1.847 2.810  0.007
20 H -4.990 -0.362 1.855  0.008
21 H -3.761 -3.797 2.235  -0.008
22 H -2.713 -5.813 1.550  0.002
23 H -1.130 -5.505 0.794  0.016
24 H -2.492 -5.971 -0.211  0.020
25 H -0.222 -5.822 -3.060  0.004
26 H 1.793 -6.776 -4.141  -0.001
27 H 3.727 -5.325 -4.653  0.003
28 H 3.622 -2.917 -4.119  -0.001
29 H 1.605 -1.975 -3.051  0.016
30 O -1.406 0.445 -1.049  -0.070
31 P -1.096 1.867 -1.283  0.059
32 N 0.078 2.007 -2.454  -0.002
33 C 0.969 0.851 -2.659  0.000
34 C 2.362 1.454 -2.811  0.000
35 C 2.056 2.808 -3.446  0.000
36 C 0.812 3.246 -2.678  0.000
37 N -0.549 2.638 0.114  0.001
38 C 0.104 1.771 1.106  0.007
39 C 0.319 2.669 2.335  0.001
40 C -0.125 4.065 1.883  0.000
41 C -1.169 3.748 0.813  0.000
42 N -2.445 2.631 -1.889  -0.010
43 C -2.556 3.918 -2.558  0.001
44 C -4.004 4.354 -2.316  0.000
45 C -4.733 3.020 -2.173  0.004
46 C -3.738 2.213 -1.349  -0.017
47 H 0.667 0.336 -3.579  -0.001
48 H 0.891 0.136 -1.833  0.004
49 H 3.012 0.835 -3.424  0.000
50 H 2.829 1.598 -1.836  0.000
51 H 1.811 2.673 -4.501  0.000
52 H 2.872 3.523 -3.360  0.000
53 H 0.200 3.952 -3.245  0.000
54 H 1.093 3.714 -1.725  0.000
55 H 1.045 1.397 0.693  0.000
56 H -0.515 0.896 1.349  0.001
57 H 1.356 2.662 2.665  0.000
58 H -0.300 2.323 3.162  0.000
59 H 0.712 4.602 1.433  0.000
60 H -0.525 4.661 2.702  0.000
61 H -1.353 4.581 0.130  0.000
62 H -2.117 3.469 1.296  0.000
63 H -2.373 3.789 -3.632  0.000
64 H -1.837 4.647 -2.174  0.000
65 H -4.393 4.972 -3.123  0.000
66 H -4.075 4.912 -1.380  0.000
67 H -4.869 2.562 -3.153  0.000
68 H -5.702 3.115 -1.686  0.000
69 H -3.849 1.128 -1.448  0.038
70 H -3.832 2.470 -0.285  -0.003
71 S 3.938 -3.777 4.857  0.000
72 C 2.983 -2.887 3.843  -0.001
73 S 1.833 -3.658 2.759  0.004
74 C 1.332 -2.024 2.185  0.049
75 N 2.001 -1.096 2.768  0.001
76 N 2.914 -1.535 3.680  0.000
77 C 3.623 -0.524 4.324  0.000
78 C 4.549 -0.732 5.348  0.000
79 C 5.180 0.349 5.932  0.000
80 C 4.909 1.646 5.523  0.000
81 C 3.990 1.857 4.504  0.000
82 C 3.359 0.789 3.909  0.000
83 S 0.125 -1.814 1.033  -0.043
84 H 4.767 -1.734 5.677  0.000
85 H 5.896 0.176 6.724  0.000
86 H 5.408 2.482 5.992  0.000
87 H 3.769 2.864 4.177  0.000
88 H 2.646 0.930 3.116  0.000


# 2
A single CH3Cl2OPS molecule at a distorted geometry. Source: OMol25; level of theory: ωB97M-V/def2-TZVPD.

## Properties
lowest unoccupied orbital energy = -0.23 eV
ΔE to the lowest compared entry with this formula, charge and spin = 31.6 kcal/mol
highest occupied orbital energy = -0.358 hartree
frontier orbital gap = 9.52 eV
SMILES = O[P@@](=S)(Cl)CCl

Each line ends with the natural charge from an NBO analysis.
Atoms and positions in Å:
1 O 0.320 0.008 1.633  -1.026
2 P 0.621 0.355 0.152  1.519
3 S 1.129 2.178 -0.118  -0.467
4 Cl 2.074 -1.238 -0.652  -0.374
5 C -0.877 -0.375 -0.760  -0.751
6 Cl -2.336 0.602 -0.641  0.002
7 H 0.735 0.278 2.471  0.558
8 H -0.870 -1.417 -0.219  0.263
9 H -0.796 -0.390 -1.867  0.276


# 3
A molecular structure, C27H32ClN3O4RhS2 at a distorted geometry. Source: OMol25; level of theory: ωB97M-V/def2-TZVPD.

## Properties
multiplicity = 5
lowest unoccupied orbital energy (spin up / spin down) = 2.64 / 0.62 eV
highest occupied orbital energy (spin up / spin down) = -0.085 / -0.181 hartree
net charge = -1
frontier orbital gap (spin up / spin down) = 4.95 / 5.53 eV

Each line ends with the Mulliken spin population.
Atoms and positions in Å:
1 Rh 0.411 -0.464 0.139  1.669
2 Cl -1.299 1.266 -0.416  0.184
3 N 0.421 -0.590 -1.952  0.155
4 N -0.256 0.069 2.124  0.065
5 C 1.531 -0.402 -2.625  -0.016
6 C 0.424 0.956 2.803  -0.022
7 C -0.632 -1.007 -2.900  -0.053
8 C 0.219 -1.553 -4.051  0.010
9 C -1.426 0.199 -3.391  -0.004
10 C -1.571 -1.997 -2.246  0.051
11 H -0.768 0.905 -3.919  -0.002
12 H -1.893 0.713 -2.537  0.002
13 H -2.207 -0.177 -4.063  0.001
14 H -1.034 -2.881 -1.894  -0.012
15 H -2.318 -2.284 -2.992  0.004
16 H -2.088 -1.557 -1.384  -0.004
17 C -1.537 -0.195 2.820  0.013
18 C -1.446 0.724 4.045  0.007
19 C -1.641 -1.663 3.200  -0.014
20 C -2.748 0.151 1.969  0.009
21 H -2.691 1.177 1.595  0.001
22 H -3.631 0.043 2.604  0.001
23 H -2.874 -0.526 1.116  -0.005
24 H -0.759 -1.971 3.780  -0.004
25 H -1.721 -2.287 2.304  0.036
26 H -2.560 -1.798 3.782  0.000
27 O -0.156 1.406 3.909  0.006
28 H -1.445 0.156 4.997  0.001
29 H -2.228 1.495 4.054  0.001
30 O 1.537 -0.889 -3.854  -0.001
31 H -0.154 -1.277 -5.049  0.001
32 H 0.356 -2.644 -3.944  0.007
33 C 2.747 0.255 -2.095  -0.007
34 C 1.769 1.500 2.485  0.035
35 C 1.724 1.914 1.076  -0.001
36 H 2.460 0.649 2.470  -0.012
37 H 2.103 2.265 3.184  0.004
38 C 1.586 1.017 0.017  0.160
39 C 2.245 1.296 -1.178  -0.051
40 H 1.658 -1.189 1.037  0.052
41 C 2.134 2.644 -1.573  0.015
42 C 1.818 3.611 -0.640  -0.010
43 C 2.346 2.999 -2.992  0.003
44 C 1.634 3.268 0.684  0.022
45 H 1.740 4.663 -0.948  0.000
46 C 1.340 4.292 1.704  0.005
47 H 1.244 5.305 1.326  0.000
48 H 2.089 4.414 2.479  0.000
49 H 0.406 4.147 2.241  0.000
50 H 3.299 2.716 -3.423  0.000
51 H 2.306 4.059 -3.229  0.000
52 H 1.612 2.597 -3.689  0.001
53 H 3.424 0.581 -2.886  0.002
54 H 3.243 -0.448 -1.419  -0.007
55 O -2.365 -5.513 -0.559  0.034
56 S -2.058 -4.748 0.653  0.026
57 O -3.124 -4.416 1.557  0.025
58 N -1.129 -3.403 0.328  0.349
59 C 0.150 -3.598 0.642  0.343
60 S 1.385 -2.677 -0.065  0.673
61 C 0.397 -4.730 1.521  -0.006
62 C 1.570 -5.141 2.175  0.111
63 C 1.538 -6.333 2.884  -0.068
64 C 0.389 -7.126 2.913  0.157
65 C -0.777 -6.725 2.224  -0.066
66 C -0.739 -5.528 1.525  0.100
67 H 2.460 -4.512 2.124  0.014
68 H 2.422 -6.651 3.450  -0.004
69 H 0.371 -8.049 3.478  0.018
70 H -1.687 -7.295 2.249  -0.003


# 4
2 unconnected molecules or ions with the total composition C9H8O at a distorted geometry. Source: OMol25; level of theory: ωB97M-V/def2-TZVPD.

## Properties
lowest unoccupied orbital energy (spin up / spin down) = -1.18 / -1.66 eV
ΔE to the lowest compared entry with this formula, charge and spin = 112.6 kcal/mol
highest occupied orbital energy (spin up / spin down) = -0.322 / -0.292 hartree
frontier orbital gap (spin up / spin down) = 7.57 / 6.29 eV

Each line ends with the natural charge from an NBO analysis.
Atoms and positions in Å:
1 C 2.525 -1.366 -0.083  -0.176
2 C 1.482 -2.008 -0.691  -0.231
3 C 2.312 -0.208 0.751  -0.188
4 C 0.197 -1.484 -0.513  -0.139
5 C 1.064 0.278 1.041  -0.195
6 C -0.040 -0.289 0.349  -0.115
7 C -2.558 2.853 -1.383  0.553
8 C -2.730 1.898 -0.565  -0.543
9 C -1.394 0.032 0.666  -0.181
10 O -2.312 3.746 -2.082  -0.476
11 H 3.469 -1.827 -0.087  0.211
12 H 1.466 -2.962 -1.212  0.226
13 H 3.144 0.214 1.182  0.206
14 H -0.625 -1.808 -1.112  0.213
15 H 1.174 1.270 1.445  0.230
16 H -1.645 0.514 1.542  0.191
17 H -3.435 1.797 0.298  0.235
18 H -2.093 -0.648 0.453  0.180


# 5
2 unconnected molecules or ions with the total composition C9H15N2S at a distorted geometry. Source: OMol25; level of theory: ωB97M-V/def2-TZVPD.

## Properties
lowest unoccupied orbital energy = -4.94 eV
ΔE to the lowest compared entry with this formula, charge and spin = 81.6 kcal/mol
highest occupied orbital energy = -0.461 hartree
net charge = +1
frontier orbital gap = 7.61 eV

Each line ends with the natural charge from an NBO analysis.
Atoms and positions in Å:
1 C 2.022 -1.187 1.865  -0.451
2 C 0.692 -1.292 1.019  -0.485
3 C 2.025 0.217 2.426  0.303
4 C 1.932 1.362 1.452  -0.507
5 C 1.856 0.152 -1.033  -0.438
6 C 1.232 1.108 0.139  -0.300
7 C 0.883 -0.214 -0.068  0.454
8 C -3.794 -0.347 -1.221  -0.689
9 C -2.735 -0.071 -2.254  0.249
10 N 1.968 0.316 3.653  -0.570
11 N -3.133 -0.083 -3.471  -0.701
12 S -1.029 -0.088 -1.916  -0.174
13 H 2.948 -1.266 1.178  0.221
14 H 0.431 -2.185 0.407  0.267
15 H 1.479 2.250 1.849  0.251
16 H 2.947 1.655 1.324  0.259
17 H 1.602 0.480 -1.943  0.277
18 H 2.855 -0.276 -0.840  0.250
19 H 0.816 2.015 -0.316  0.311
20 H -3.367 -0.532 -0.229  0.250
21 H -4.368 0.689 -1.078  0.261
22 H -4.521 -1.053 -1.500  0.246
23 H 1.806 1.261 3.964  0.346
24 H -0.083 -0.907 1.732  0.252
25 H -2.487 0.254 -4.090  0.406
26 H -3.926 -0.517 -3.879  0.424
27 H 1.949 -1.741 2.831  0.289